159
Properties=species:S:1:pos:R:3:forces:R:3:lowdin_charge:R:1 method="wB97M-V/def2-TZVPD" homo_ev=-8.48 e_tot_ha=-2650.63997 orbital_gap_ev=9.01 lumo_energy_ev=0.52 smiles=CC1(C)CCCC(C)(C)N1O.CC1(C)CCCC(C)(C)N1O.CC1(C)CCCC(C)(C)N1O.CC1(C)CCCC(C)(C)N1O.CC1(C)CCCC(C)(C)N1O.O.O.O
C 2.661894 1.138010 2.614250 -0.376 -0.627 -0.215 -0.044
C 2.230253 1.818060 3.899371 0.507 1.031 -1.458 -0.511
C 2.452189 0.882111 4.998287 0.637 -1.794 1.621 -0.048
C 3.149244 3.111081 3.971355 0.199 -1.071 0.236 -0.111
C 2.687012 4.005163 5.134067 -0.275 -0.071 -0.621 -0.171
C 1.199128 4.301007 4.875199 -0.023 0.585 -0.222 -0.141
C 0.228353 3.098980 4.733181 1.126 0.562 -0.502 -0.516
C 0.008165 2.496391 6.108327 -0.870 1.315 1.222 -0.031
C -1.033778 3.803384 4.205304 -0.450 -1.039 0.679 -0.037
N 0.773072 2.162704 3.718617 0.457 1.406 -0.029 -0.079
O -0.022737 0.996761 3.764822 0.128 -0.383 0.330 -0.019
H 3.715576 0.891935 2.527873 0.403 0.540 0.315 0.095
H 2.212010 0.145802 2.546900 -0.542 0.155 -0.351 0.065
H 2.363602 1.802813 1.814749 0.080 -0.308 -0.546 0.071
H 3.467709 0.494351 4.975140 0.387 0.123 -0.176 0.096
H 2.348454 1.290480 5.996703 -0.212 -0.041 0.047 0.065
H 1.846417 -0.033316 4.884775 -0.110 0.593 0.227 0.082
H 4.213051 2.706673 4.080073 -1.344 0.621 0.038 0.139
H 3.114309 3.582043 2.963805 -0.129 0.104 0.754 0.121
H 2.830574 3.462313 6.068689 -0.076 -0.039 0.094 0.098
H 3.248297 4.948615 5.250483 -0.164 -0.369 -0.294 0.113
H 1.122968 4.865717 3.887077 0.182 -0.315 1.405 0.133
H 0.738101 4.865898 5.727658 0.582 0.074 -0.941 0.130
H 0.895653 2.235443 6.703765 -0.265 0.423 -0.438 0.071
H -0.620152 1.626636 6.108210 -0.403 -0.433 -0.209 0.077
H -0.556849 3.323186 6.648419 0.676 -1.185 -0.159 0.104
H -1.820282 3.116576 3.889412 0.075 -0.266 -0.060 0.090
H -0.793704 4.442744 3.365000 0.021 0.175 0.353 0.048
H -1.466115 4.346091 5.053200 0.089 0.329 -0.369 0.091
H -0.310696 0.883347 2.859541 -0.171 -0.139 -0.456 0.075
C 0.885314 0.464433 -4.082521 -1.617 -0.309 0.066 -0.040
C 2.395769 0.340321 -4.255058 -1.009 0.430 -0.504 -0.513
C 2.681917 -0.527729 -5.516868 1.604 0.834 0.160 -0.016
C 2.910970 1.725096 -4.619338 0.354 0.696 -0.084 -0.155
C 4.427991 1.776639 -4.620291 0.669 -1.820 0.202 -0.167
C 4.828244 1.389881 -3.183794 0.371 -2.820 -1.227 -0.099
C 4.333183 -0.041831 -2.719286 0.244 -0.383 -2.102 -0.507
C 5.058475 -1.189782 -3.481115 0.067 -0.376 0.285 -0.022
C 4.581293 -0.177621 -1.253098 -1.825 0.119 0.157 -0.037
N 2.870015 -0.084898 -2.926598 0.528 0.182 -0.491 -0.108
O 2.346011 -1.404221 -2.626730 0.149 1.346 0.417 -0.040
H 0.438336 0.762874 -5.056515 0.094 -0.081 0.651 0.095
H 0.435985 -0.515698 -3.789470 0.355 0.609 -0.410 0.088
H 0.542313 1.181169 -3.275889 0.720 -0.558 -1.018 0.080
H 2.279856 -1.492275 -5.379365 -0.347 -1.325 0.074 0.063
H 2.157613 -0.045882 -6.346055 0.073 -0.113 0.032 0.083
H 3.789806 -0.598339 -5.807502 -1.707 0.089 0.556 0.091
H 2.377169 2.113918 -5.505804 0.546 -0.602 -0.083 0.131
H 2.681201 2.516618 -3.906056 -0.506 -0.301 0.601 0.115
H 5.040869 1.161821 -5.347942 -1.147 0.436 0.542 0.120
H 4.707240 2.769872 -4.793718 0.670 1.614 -0.261 0.086
H 4.351831 2.021023 -2.507366 -0.273 1.646 1.297 0.085
H 5.909919 1.291417 -3.076973 0.029 0.643 0.211 0.125
H 4.374381 -2.061336 -3.615001 0.570 0.597 0.327 0.090
H 5.924047 -1.492039 -2.847578 -0.458 -0.011 -0.660 0.088
H 5.416659 -0.923962 -4.485406 -0.003 0.103 0.382 0.061
H 4.283866 -1.166358 -0.895191 0.305 0.052 0.044 0.091
H 3.887981 0.548928 -0.835746 0.072 0.050 0.704 0.075
H 5.563299 0.104517 -0.995429 1.293 0.034 0.379 0.076
H 1.806129 -1.130762 -1.849027 0.066 -0.734 -0.211 0.053
C -6.511440 -2.495089 -1.491049 1.749 0.032 0.143 -0.022
C -5.772741 -3.230680 -2.642666 0.162 0.879 -1.104 -0.506
C -6.733927 -4.307093 -3.200123 0.805 -0.577 0.232 -0.041
C -5.453164 -2.248530 -3.774181 1.118 1.320 -0.193 -0.118
C -4.250871 -1.265113 -3.450517 -1.461 -2.507 0.588 -0.166
C -3.002690 -2.075312 -3.194407 -0.354 0.609 1.063 -0.133
C -3.242852 -3.021366 -2.026392 -0.873 -0.098 1.607 -0.495
C -2.064167 -3.930306 -1.856600 0.856 -1.095 1.237 -0.058
C -3.328482 -2.259054 -0.618134 0.176 0.957 -1.365 -0.014
N -4.451956 -3.866314 -2.295126 -0.940 0.858 -0.868 -0.087
O -4.732817 -4.753753 -1.276157 0.603 -1.111 1.086 -0.044
H -5.989300 -1.555307 -1.268078 -0.265 -0.150 -0.022 0.058
H -7.518958 -2.235598 -1.776318 -0.370 -0.256 0.080 0.080
H -6.438970 -3.103168 -0.578558 -0.618 0.184 -0.187 0.082
H -6.258558 -4.867403 -4.062613 -0.762 0.880 0.745 0.104
H -6.834429 -5.041971 -2.393000 -0.334 -0.002 -0.240 0.072
H -7.731387 -3.854414 -3.407018 0.823 -0.428 -0.189 0.091
H -5.197201 -2.787732 -4.676541 0.218 -0.450 -0.198 0.108
H -6.299379 -1.636027 -4.079010 -0.412 -0.047 0.344 0.116
H -4.048079 -0.632879 -4.244371 -0.022 1.459 -1.697 0.086
H -4.562686 -0.687931 -2.601833 0.168 0.500 0.523 0.073
H -2.194403 -1.393677 -2.869182 -0.028 -0.375 -0.432 0.116
H -2.732517 -2.611076 -4.111355 0.155 -0.053 0.292 0.134
H -1.077222 -3.442276 -1.746298 -0.635 0.302 -0.180 0.092
H -1.981670 -4.630929 -2.663932 -0.031 -0.423 -0.543 0.083
H -2.195315 -4.513807 -0.917615 0.105 0.124 -0.633 0.084
H -3.437609 -2.933356 0.263533 0.339 0.473 -0.720 0.081
H -4.126563 -1.477181 -0.586766 0.671 -0.680 0.039 0.065
H -2.345056 -1.722844 -0.644541 -0.738 -0.402 0.821 0.083
H -4.806189 -4.277148 -0.431754 0.007 0.123 -0.173 0.079
C -2.406019 1.599565 -1.802848 -1.257 -0.596 0.083 -0.027
C -2.592288 3.014425 -1.218290 -1.377 -0.800 -0.075 -0.517
C -3.567422 3.644077 -2.237511 -0.812 1.247 2.187 -0.018
C -3.343395 2.940338 0.117398 0.011 -1.105 0.258 -0.133
C -3.263300 4.212287 0.936933 -0.611 -1.769 2.397 -0.164
C -1.818781 4.608917 1.141735 -1.317 0.214 -1.927 -0.163
C -1.146111 4.829798 -0.240309 -1.346 1.764 1.211 -0.499
C -1.768712 6.165183 -0.829354 2.229 -0.603 -1.118 0.004
C 0.287343 5.148157 0.119180 0.885 -2.589 -2.550 -0.023
N -1.300727 3.592653 -0.948098 1.132 -1.204 -1.413 -0.093
O -0.599249 3.520178 -2.218655 0.270 1.088 1.007 -0.017
H -2.016539 0.891784 -1.072225 0.382 -0.037 -0.033 0.078
H -3.405456 1.196217 -2.123504 0.754 0.331 0.619 0.080
H -1.850036 1.602294 -2.730580 0.475 0.062 0.091 0.076
H -4.392469 2.907381 -2.210718 0.051 0.928 -0.339 0.085
H -3.915011 4.671936 -1.891135 0.146 -1.388 -0.646 0.089
H -3.169078 3.695743 -3.205318 0.620 0.184 -1.406 0.066
H -4.357225 2.580320 -0.107544 0.047 0.427 0.211 0.124
H -2.913434 2.125939 0.721514 0.161 0.126 -0.100 0.119
H -3.818576 4.986127 0.504958 -0.720 1.373 -0.889 0.084
H -3.785011 4.056161 1.959236 0.827 0.060 -1.438 0.144
H -1.276265 3.876830 1.686876 0.308 -0.556 0.403 0.064
H -1.846123 5.560957 1.625764 0.498 0.523 0.709 0.111
H -2.708961 6.076449 -1.373407 0.072 0.183 0.542 0.058
H -1.008061 6.627472 -1.522438 -0.827 -0.634 0.267 0.097
H -1.720165 6.834976 0.012805 -0.833 0.496 0.211 0.072
H 0.807317 5.317246 -0.826218 0.180 0.799 0.069 0.090
H 0.812311 4.206345 0.400914 -0.364 0.759 0.770 0.087
H 0.337141 5.960925 0.787177 0.354 0.775 0.831 0.081
H 0.264054 3.187526 -1.910178 0.284 -0.231 -0.558 0.047
C -0.410751 -3.132529 1.975294 0.986 1.491 -0.029 -0.026
C 0.674357 -3.600464 2.911294 1.929 0.004 1.913 -0.488
C 0.672388 -2.624719 4.126308 0.188 0.254 -0.341 -0.031
C 0.409198 -5.026797 3.456458 -0.799 0.551 -2.068 -0.122
C 0.628479 -6.029055 2.317574 -1.334 -0.339 -0.017 -0.196
C 2.070105 -5.986555 1.882965 -0.246 0.067 0.274 -0.146
C 2.507806 -4.586880 1.402008 0.253 -0.501 -0.294 -0.485
C 4.065504 -4.492065 1.435432 -0.077 -1.782 -1.573 -0.021
C 1.890797 -4.290395 0.006345 -0.725 -1.764 -0.284 -0.006
N 2.087795 -3.600643 2.405948 -1.108 -1.280 0.819 -0.100
O 2.442683 -2.336763 1.949627 0.456 1.209 0.021 -0.073
H -0.486420 -3.711061 1.091291 -0.247 -0.421 -0.798 0.042
H -1.309578 -3.175721 2.537343 -1.115 0.000 0.292 0.079
H -0.238048 -2.058866 1.701503 -0.210 -0.920 0.120 0.093
H 0.873965 -1.616122 3.730232 0.151 -0.265 0.372 0.048
H -0.344022 -2.563339 4.507135 -0.118 -0.132 0.280 0.083
H 1.372678 -2.869177 4.970028 -0.535 0.034 -0.997 0.106
H 1.005473 -5.300360 4.312012 0.190 0.214 0.375 0.117
H -0.655552 -4.982723 3.674842 -0.082 -0.393 0.606 0.117
H 0.347331 -7.046739 2.677262 0.280 0.558 -0.360 0.123
H -0.060054 -5.797141 1.466390 0.417 -0.220 0.653 0.109
H 2.224233 -6.761779 1.128139 0.401 0.245 -0.060 0.127
H 2.584472 -6.253421 2.802337 0.745 -0.072 -0.086 0.114
H 4.482390 -5.137095 0.592454 -0.451 0.837 0.896 0.104
H 4.443590 -4.959557 2.357451 -0.161 0.512 -0.133 0.082
H 4.439429 -3.481151 1.281439 -0.033 -0.095 0.095 0.065
H 2.001489 -3.244874 -0.160345 -0.030 0.662 -0.666 0.044
H 0.804343 -4.605895 -0.091655 1.173 0.668 0.525 0.079
H 2.315980 -4.886567 -0.834319 0.389 0.594 0.710 0.101
H 3.204644 -2.108088 2.510861 -0.471 0.154 -0.374 0.124
O 0.134863 1.748388 0.784396 -0.505 -0.107 -0.670 -0.104
H -0.335754 2.252025 0.050582 0.013 -0.073 0.985 0.053
H 0.217728 2.332617 1.553336 0.148 0.131 0.059 0.023
O 1.796596 2.184761 -1.396866 -0.052 -0.918 1.166 -0.101
H 1.546025 1.793795 -0.507585 0.379 0.673 -1.262 0.030
H 2.174419 1.404010 -1.884714 -0.279 0.334 0.121 0.017
O 1.054702 -0.808350 -0.206931 0.036 -0.522 1.383 -0.081
H 1.392437 -1.454998 0.482219 -0.353 1.166 -0.947 0.030
H 0.605725 -0.093368 0.302833 0.432 -0.434 -0.449 0.023